w.
Molecular formula: C4H12O3
Method: DFT, ωB97M-V/def2-TZVPD

Properties
HOMO level ... -8.2 eV
SMILES ... C/C=C(/C)O.O.O
Charge ... 0

Positions of all 19 atoms, in Å:
O: -2.545 -2.765 2.573
O: 1.894 2.433 -0.535
O: -4.002 -1.237 0.451
C: 0.297 1.480 -2.094
C: 2.655 -0.271 0.448
C: 1.308 1.283 -1.020
C: 1.818 0.054 -0.740
H: -0.311 2.370 -1.918
H: 1.947 -0.502 -1.668
H: 3.665 0.155 0.538
H: 2.832 2.235 -0.463
H: 2.188 -0.179 1.431
H: -0.414 0.650 -2.124
H: -3.686 -1.404 1.342
H: -3.386 -2.487 2.952
H: 2.822 -1.357 0.441
H: -2.538 -3.719 2.708
H: 0.656 1.441 -3.130
H: -3.374 -0.633 0.044

Results of the Löwdin charge analysis, in e, for atoms 1 through 2: -0.052, 0.036

***

x.
Molecular formula: C4H12O3
Method: DFT, ωB97M-V/def2-TZVPD

Properties
HOMO level ... -9.0 eV
SMILES ... C/C=C/CO.O.O
Charge ... 0

Positions of all 19 atoms, in Å:
O: 2.668 1.474 -0.836
O: -3.831 -0.983 -2.460
O: 1.579 -1.466 -0.774
C: -1.105 1.267 1.035
C: 0.439 -0.684 1.284
C: -0.499 -0.013 0.607
C: 1.547 -1.477 0.643
H: 0.682 -0.388 2.305
H: -0.355 1.948 1.454
H: -3.944 -0.087 -2.175
H: 1.528 -0.536 -1.017
H: 3.182 2.177 -0.426
H: 1.544 -2.519 1.010
H: -0.868 -0.437 -0.320
H: -1.933 1.261 1.754
H: 2.837 0.812 -0.149
H: 2.561 -1.200 0.955
H: -4.520 -1.025 -3.111
H: -1.514 1.874 0.221

Results of the Löwdin charge analysis, in e, for atoms 1 through 2: -0.048, -0.041

***

Least stable of them? w.